[1]
288
Properties=species:S:1:pos:R:3 method="wB97M-V/def2-TZVPD" smiles=CC1(C)CCCC(C)(C)N1O.CC1(C)CCCC(C)(C)N1O.CC1(C)CCCC(C)(C)N1O.CC1(C)CCCC(C)(C)N1O.CC1(C)CCCC(C)(C)N1O.COCCNCCOC.COCCNCCOC.COCCNCCOC.COCCNCCOC.COCCNCCOC.CCO.CCO orbital_gap_ev=8.5 e_lumo_ev=0.326 total_energy_ha=-4945.2135 e_above_lowest_kj_mol=135.7
C -26.921 -4.570 27.940
C -26.791 -6.113 28.142
C -26.090 -6.309 29.460
C -28.207 -6.795 28.256
C -28.159 -8.287 28.090
C -27.633 -8.521 26.728
C -26.132 -8.080 26.624
C -25.223 -8.800 27.618
C -25.594 -8.333 25.228
N -26.180 -6.627 26.912
O -25.068 -5.873 26.524
H -25.897 -4.160 27.923
H -27.459 -4.324 27.037
H -27.415 -4.150 28.802
H -25.057 -6.047 29.444
H -26.459 -5.605 30.270
H -26.168 -7.368 29.769
H -28.685 -6.620 29.232
H -28.863 -6.310 27.493
H -27.566 -8.760 28.860
H -29.187 -8.773 28.268
H -28.211 -8.090 25.916
H -27.650 -9.590 26.491
H -24.552 -8.083 28.110
H -24.627 -9.625 27.171
H -25.664 -9.391 28.439
H -24.542 -7.996 24.999
H -26.303 -7.829 24.506
H -25.586 -9.476 25.024
H -24.279 -6.139 26.985
C -23.432 -9.248 19.507
C -23.424 -10.524 20.280
C -24.292 -10.441 21.521
C -23.941 -11.726 19.442
C -23.526 -13.112 20.049
C -22.068 -13.289 20.262
C -21.453 -12.104 21.027
C -21.770 -12.221 22.620
C -19.889 -12.059 20.879
N -21.986 -10.848 20.411
O -21.434 -9.777 21.201
H -22.700 -9.339 18.738
H -24.471 -9.166 19.016
H -23.190 -8.380 20.121
H -23.837 -9.639 22.146
H -25.207 -10.144 21.091
H -24.307 -11.326 22.115
H -25.048 -11.719 19.374
H -23.476 -11.637 18.457
H -24.214 -13.349 20.889
H -23.933 -13.880 19.333
H -21.640 -13.260 19.240
H -21.819 -14.225 20.771
H -21.231 -13.172 22.981
H -22.771 -12.101 22.904
H -21.235 -11.338 23.078
H -19.434 -13.007 21.234
H -19.543 -11.261 21.590
H -19.634 -11.761 19.852
H -21.738 -9.919 22.104
C -28.977 -7.389 21.072
C -28.763 -8.924 20.941
C -27.968 -9.159 19.645
C -28.003 -9.579 22.109
C -28.877 -9.461 23.374
C -30.113 -10.294 23.163
C -30.899 -9.768 21.950
C -32.086 -10.772 21.551
C -31.624 -8.405 22.395
N -29.990 -9.682 20.807
O -30.695 -9.098 19.686
H -29.188 -6.860 20.132
H -29.758 -7.098 21.805
H -28.055 -7.010 21.401
H -26.926 -8.649 19.719
H -27.960 -10.257 19.503
H -28.456 -8.733 18.795
H -27.711 -10.572 21.852
H -27.062 -9.012 22.395
H -28.373 -9.808 24.290
H -29.001 -8.379 23.434
H -30.795 -10.377 24.013
H -29.801 -11.337 23.042
H -32.953 -10.330 21.072
H -32.388 -11.191 22.478
H -31.658 -11.452 20.869
H -32.587 -8.658 22.909
H -31.844 -7.827 21.510
H -31.014 -7.837 23.038
H -30.591 -9.795 18.990
C -19.981 -18.780 21.702
C -20.904 -17.762 20.935
C -19.989 -17.006 19.972
C -21.974 -18.444 20.092
C -23.186 -18.934 20.930
C -23.798 -17.819 21.760
C -22.697 -17.175 22.620
C -23.295 -15.864 23.207
C -22.364 -18.126 23.808
N -21.579 -16.738 21.793
O -20.581 -15.993 22.534
H -19.433 -19.462 21.025
H -19.203 -18.171 22.121
H -20.521 -19.446 22.338
H -19.170 -16.520 20.444
H -19.537 -17.700 19.228
H -20.595 -16.208 19.405
H -22.290 -17.794 19.250
H -21.490 -19.294 19.629
H -24.004 -19.352 20.223
H -22.892 -19.763 21.578
H -24.466 -18.197 22.519
H -24.429 -17.219 21.162
H -22.816 -15.439 24.104
H -24.291 -16.112 23.563
H -23.446 -15.036 22.453
H -22.026 -19.124 23.698
H -23.229 -18.123 24.428
H -21.547 -17.653 24.437
H -20.494 -16.544 23.363
C -21.393 -11.462 30.666
C -21.410 -10.838 29.179
C -22.399 -9.734 29.013
C -19.992 -10.315 28.848
C -19.010 -11.483 28.637
C -19.571 -12.375 27.549
C -20.937 -12.927 27.756
C -21.497 -13.655 26.526
C -20.913 -14.019 28.828
N -21.792 -11.779 28.083
O -23.084 -12.254 28.536
H -20.614 -12.216 30.601
H -21.135 -10.661 31.363
H -22.393 -11.866 30.913
H -22.368 -9.482 27.949
H -23.399 -10.069 29.309
H -22.066 -8.890 29.634
H -20.107 -9.664 27.985
H -19.695 -9.616 29.660
H -18.042 -11.124 28.347
H -18.946 -11.973 29.581
H -18.882 -13.186 27.392
H -19.523 -11.777 26.651
H -20.861 -14.452 26.264
H -21.558 -12.959 25.613
H -22.498 -13.990 26.751
H -20.496 -14.994 28.449
H -21.847 -14.168 29.192
H -20.348 -13.909 29.767
H -23.679 -11.982 27.847
C -27.870 -4.854 23.626
O -27.599 -3.620 24.367
C -26.220 -3.436 24.659
C -25.953 -2.159 25.459
N -26.417 -0.971 24.644
C -26.693 0.187 25.419
C -27.255 1.333 24.545
O -28.337 0.677 23.825
C -28.875 1.636 22.926
H -28.936 -4.769 23.411
H -27.820 -5.799 24.140
H -27.385 -4.933 22.647
H -25.677 -3.275 23.727
H -25.834 -4.317 25.176
H -24.897 -2.162 25.453
H -26.268 -2.173 26.534
H -27.218 -1.236 24.161
H -25.754 0.545 25.934
H -27.401 -0.040 26.208
H -26.394 1.627 23.911
H -27.615 2.128 25.116
H -28.852 2.726 23.180
H -29.908 1.411 22.801
H -28.237 1.651 22.069
C -31.163 -10.578 26.795
O -30.173 -11.237 27.528
C -29.440 -12.144 26.752
C -28.415 -12.851 27.680
N -27.369 -11.961 28.185
C -26.683 -12.619 29.245
C -25.836 -11.629 29.952
O -26.657 -10.495 30.370
C -26.150 -9.857 31.525
H -31.840 -10.093 27.491
H -31.760 -11.298 26.218
H -30.842 -9.841 26.184
H -28.958 -11.571 25.928
H -30.154 -12.839 26.319
H -27.908 -13.745 27.252
H -29.010 -13.221 28.589
H -27.714 -11.055 28.497
H -26.050 -13.471 28.855
H -27.365 -12.980 30.069
H -24.954 -11.250 29.332
H -25.452 -12.055 30.928
H -25.980 -10.622 32.269
H -26.856 -9.103 31.833
H -25.188 -9.385 31.426
C -22.123 -9.451 25.128
O -22.364 -8.706 24.031
C -22.020 -7.348 24.152
C -22.307 -6.544 22.881
N -21.348 -6.776 21.861
C -21.205 -5.794 20.854
C -19.985 -6.076 20.031
O -18.883 -6.110 20.856
C -17.796 -6.947 20.565
H -22.664 -10.420 25.027
H -22.568 -9.001 26.053
H -21.112 -9.692 25.328
H -20.987 -7.296 24.399
H -22.594 -6.863 24.947
H -22.152 -5.518 23.281
H -23.380 -6.573 22.462
H -21.456 -7.674 21.421
H -21.029 -4.770 21.324
H -22.105 -5.629 20.176
H -19.924 -5.319 19.258
H -20.039 -7.042 19.529
H -16.769 -6.512 20.466
H -17.926 -7.666 19.768
H -17.652 -7.523 21.438
C -28.749 -20.782 26.454
O -29.002 -19.989 25.269
C -28.298 -20.266 24.068
C -26.924 -19.540 23.837
N -27.015 -18.104 23.965
C -27.649 -17.300 22.970
C -27.613 -15.798 23.307
O -28.317 -15.032 22.350
C -29.645 -14.771 22.606
H -27.667 -20.866 26.633
H -29.178 -21.752 26.513
H -29.199 -20.272 27.294
H -29.003 -19.803 23.368
H -28.089 -21.333 23.871
H -26.595 -19.787 22.831
H -26.168 -19.833 24.491
H -27.295 -17.804 24.882
H -28.670 -17.572 22.670
H -27.020 -17.262 22.032
H -26.588 -15.395 23.402
H -28.112 -15.663 24.253
H -30.220 -15.755 22.609
H -29.977 -14.166 21.738
H -29.874 -14.224 23.533
C -24.217 -15.946 27.525
O -25.572 -16.303 27.752
C -25.814 -17.508 27.130
C -27.241 -17.883 27.320
N -27.715 -18.159 28.763
C -27.578 -17.123 29.689
C -28.349 -17.607 30.964
O -28.006 -16.985 32.190
C -28.344 -15.579 32.126
H -24.166 -15.596 26.508
H -23.550 -16.732 27.775
H -23.998 -15.111 28.198
H -25.147 -18.296 27.601
H -25.573 -17.490 26.053
H -27.470 -18.702 26.666
H -27.814 -17.092 26.943
H -27.464 -19.055 29.038
H -28.078 -16.255 29.341
H -26.592 -16.773 30.065
H -28.082 -18.594 31.253
H -29.445 -17.502 30.726
H -29.324 -15.411 31.700
H -27.709 -15.042 31.407
H -28.263 -15.131 33.125
C -26.244 -12.330 24.386
C -25.381 -12.713 25.581
O -25.189 -11.667 26.452
H -27.277 -12.086 24.632
H -26.342 -13.017 23.578
H -25.820 -11.351 24.067
H -24.423 -13.068 25.269
H -25.899 -13.559 26.075
H -26.057 -11.501 26.885
C -28.955 -13.118 18.666
C -29.531 -12.258 17.573
O -30.549 -11.401 17.977
H -29.520 -13.948 18.967
H -28.642 -12.586 19.580
H -28.021 -13.475 18.222
H -29.868 -12.856 16.678
H -28.709 -11.622 17.173
H -31.247 -11.932 18.413


[2]
167
Properties=species:S:1:pos:R:3 method="wB97M-V/def2-TZVPD" orbital_gap_ev=4.3 e_lumo_ev=-7.070 total_energy_ha=-5499.2605 total_charge=+2
C 10.801 12.421 3.924
N 9.763 13.181 3.154
C 8.525 12.885 3.430
C 7.535 13.565 2.813
C 7.786 14.600 1.893
C 9.148 14.953 1.732
C 10.101 14.189 2.363
C 6.682 15.282 1.237
C 5.647 15.868 1.966
C 4.566 16.381 1.291
N 4.548 16.516 -0.032
C 5.535 16.035 -0.779
C 6.547 15.337 -0.107
C 3.516 17.327 -0.645
H 10.875 12.841 4.928
H 11.697 12.546 3.316
H 10.540 11.367 4.010
H 8.281 12.050 4.070
H 6.505 13.315 3.019
H 9.417 15.695 0.995
H 11.164 14.330 2.238
H 5.496 15.778 3.031
H 3.707 16.736 1.841
H 5.415 16.062 -1.852
H 7.307 14.776 -0.631
H 2.747 17.389 0.125
H 3.105 16.847 -1.532
H 3.855 18.357 -0.760
C 2.722 8.503 -4.897
C 2.748 8.265 -3.407
C 2.662 9.497 -2.646
C 2.982 9.252 -1.161
N 2.695 10.374 -0.185
C 3.650 11.612 -0.456
C 3.917 12.196 0.969
C 3.234 11.388 2.054
C 3.072 9.986 1.276
C 1.191 10.780 -0.177
H 1.782 8.969 -5.191
H 2.938 7.563 -5.406
H 3.559 9.105 -5.250
H 3.720 7.820 -3.197
H 1.925 7.627 -3.086
H 1.654 9.838 -2.882
H 3.415 10.132 -3.112
H 4.050 9.033 -1.174
H 2.365 8.462 -0.733
H 3.099 12.216 -1.177
H 4.554 11.207 -0.910
H 3.487 13.197 1.000
H 4.981 12.303 1.180
H 2.227 11.701 2.327
H 3.786 11.405 2.994
H 2.285 9.379 1.723
H 4.015 9.453 1.156
H 1.125 11.597 0.541
H 0.738 9.843 0.145
H 0.857 11.150 -1.147
Cl 4.155 14.091 -4.072
O 3.434 12.865 -3.970
O 5.469 14.013 -3.445
O 4.305 14.512 -5.492
O 3.357 15.171 -3.430
Cl 6.723 8.829 -4.182
C 6.153 10.520 -4.491
C 6.791 11.130 -5.807
Cl 8.489 11.328 -5.567
H 6.429 11.082 -3.599
H 5.067 10.622 -4.483
H 6.436 12.160 -5.859
H 6.656 10.712 -6.804
C 10.501 23.223 -2.820
C 10.865 22.541 -1.675
C 10.443 21.198 -1.515
C 9.801 20.471 -2.534
C 9.326 21.226 -3.664
C 9.717 22.576 -3.825
C 8.551 20.593 -4.741
O 8.078 21.254 -5.703
C 8.460 19.081 -4.664
C 7.857 18.416 -5.724
C 7.628 17.061 -5.658
C 7.959 16.308 -4.545
C 8.702 16.985 -3.551
C 8.916 18.346 -3.550
C 9.608 19.000 -2.443
O 10.066 18.373 -1.519
H 10.768 24.248 -3.029
H 11.458 23.006 -0.902
H 10.701 20.659 -0.615
H 9.517 23.136 -4.726
H 7.499 18.985 -6.569
H 7.168 16.560 -6.498
H 7.818 15.238 -4.507
H 8.984 16.445 -2.660
C 9.455 16.442 -15.167
C 8.680 15.273 -15.499
C 7.981 14.630 -14.479
C 8.028 15.048 -13.177
C 8.813 16.187 -12.803
C 9.573 16.901 -13.805
C 8.703 16.820 -11.389
O 9.530 17.667 -11.013
C 7.518 16.323 -10.612
C 7.136 17.010 -9.432
C 5.947 16.684 -8.742
C 5.353 15.455 -9.022
C 5.747 14.626 -10.060
C 6.809 15.081 -10.919
C 7.213 14.301 -12.184
O 6.765 13.173 -12.395
H 9.761 17.076 -15.985
H 8.519 15.052 -16.544
H 7.285 13.848 -14.744
H 10.134 17.789 -13.553
H 7.739 17.792 -8.994
H 5.652 17.113 -7.796
H 4.564 15.080 -8.388
H 5.077 13.844 -10.385
C -7.194 15.489 -1.144
C -7.442 14.720 -2.373
C -6.439 14.218 -3.097
C -5.101 14.382 -2.706
C -4.855 15.064 -1.513
C -5.896 15.639 -0.775
C -3.478 14.930 -0.819
O -3.279 15.217 0.341
C -2.400 14.344 -1.681
C -1.103 14.289 -1.156
C -0.029 13.765 -1.800
C -0.225 13.181 -3.083
C -1.504 13.180 -3.618
C -2.587 13.791 -2.968
C -4.009 13.847 -3.558
O -4.245 13.432 -4.695
H -7.935 15.935 -0.497
H -8.475 14.616 -2.672
H -6.560 13.644 -4.003
H -5.592 16.167 0.117
H -0.875 14.704 -0.185
H 0.986 13.866 -1.445
H 0.692 12.758 -3.465
H -1.733 12.769 -4.590
C 7.425 23.021 -0.402
C 6.841 24.100 -1.029
C 6.117 23.862 -2.151
C 5.719 22.573 -2.622
C 6.247 21.469 -1.898
C 7.099 21.762 -0.764
C 5.926 20.001 -2.223
O 6.387 18.949 -1.674
C 4.999 19.877 -3.407
C 4.650 18.580 -3.904
C 3.631 18.444 -4.901
C 2.952 19.541 -5.396
C 3.406 20.774 -5.015
C 4.407 20.983 -4.086
C 4.712 22.384 -3.684
O 4.185 23.397 -4.167
H 8.188 23.263 0.324
H 7.042 25.146 -0.850
H 5.672 24.704 -2.661
H 7.633 20.940 -0.312
H 5.141 17.715 -3.482
H 3.246 17.453 -5.090
H 2.065 19.415 -5.998
H 2.801 21.599 -5.362